Record 1
{
  "formula": "FNO4S2",
  "method": "the ωB97M-V functional and the def2-TZVPD basis",
  "molar_mass_g_mol": 161.13,
  "charge": -2,
  "e_lumo_ev": [6.338, 6.276],
  "gap_ha": [0.252, 0.256],
  "symbols": ["N", "O", "O", "O", "O", "F", "S", "S"],
  "xyz": [[-0.36, -0.06, -0.43], [-1.13, 2.34, -1.17], [0.80, 1.44, -2.31], [-0.17, -0.24, 2.24], [-1.00, -2.90, 0.92], [1.73, -1.40, 0.86], [0.18, 1.64, -0.96], [-0.06, -0.82, 0.87]]
}



Record 2
{
  "formula": "C8H17N5O3",
  "method": "the ωB97M-V functional and the def2-TZVPD basis",
  "molar_mass_g_mol": 231.26,
  "charge": 0,
  "smiles": "[H]/N=C(/N)NCCC[C@H](NC(=O)CN)C(=O)O",
  "e_lumo_ev": 0.452,
  "gap_ha": 0.346,
  "symbols": ["C", "C", "C", "C", "C", "C", "C", "C", "H", "H", "H", "H", "H", "H", "H", "H", "H", "H", "H", "H", "H", "H", "H", "H", "H", "N", "N", "N", "N", "N", "O", "O", "O"],
  "xyz": [[2.01, -0.13, -3.37], [1.02, -1.27, -3.30], [0.74, -1.12, -0.83], [0.92, -2.18, 0.20], [-0.38, -0.17, -0.32], [-0.11, 0.60, 0.98], [-1.40, 1.46, 1.25], [-1.70, 1.41, 3.69], [2.61, -0.18, -5.30], [1.14, 0.56, -5.13], [3.05, -0.41, -3.15], [1.72, 0.67, -2.64], [-0.28, -2.35, -2.20], [1.63, -0.51, -0.91], [-0.56, 0.60, -1.08], [-1.30, -0.85, -0.24], [0.84, 1.21, 0.98], [0.03, -0.16, 1.75], [-1.48, 2.18, 0.44], [-2.24, 0.77, 1.17], [-1.88, 3.09, 2.54], [-2.12, -0.34, 2.95], [-1.61, 1.77, 5.68], [-0.81, 2.90, 4.81], [0.11, -3.79, 0.89], [2.09, 0.48, -4.70], [0.48, -1.62, -2.13], [-1.52, 2.13, 2.52], [-2.05, 0.13, 3.87], [-1.58, 2.23, 4.78], [0.76, -1.85, -4.35], [1.85, -2.11, 1.00], [0.00, -3.16, 0.16]]
}



Record 3
{
  "formula": "C27H35N2OW",
  "method": "the ωB97M-V functional and the def2-TZVPD basis",
  "molar_mass_g_mol": 587.43,
  "charge": -1,
  "s2": 2.15,
  "e_lumo_ev": [2.480, 2.481],
  "multiplicity": 3,
  "gap_ha": [0.106, 0.133],
  "symbols": ["W", "N", "C", "C", "C", "C", "C", "C", "C", "C", "C", "C", "C", "C", "H", "H", "H", "H", "H", "H", "H", "H", "H", "H", "C", "O", "H", "H", "H", "H", "C", "C", "C", "C", "N", "H", "H", "H", "H", "H", "H", "H", "H", "H", "C", "C", "C", "C", "C", "C", "C", "C", "C", "C", "H", "H", "H", "H", "H", "H", "H", "H", "H", "H", "H", "H"],
  "xyz": [[-0.45, -1.31, 0.27], [0.94, -1.50, 1.84], [2.38, -1.45, 1.39], [3.22, -0.45, 1.95], [4.61, -0.59, 1.85], [5.12, -1.69, 1.09], [4.27, -2.50, 0.39], [2.88, -2.35, 0.43], [1.91, -3.02, -0.43], [2.25, -4.05, -1.40], [1.29, -4.33, -2.45], [-0.07, -4.04, -2.35], [-0.46, -3.15, -1.34], [0.63, -2.53, -0.67], [0.71, -2.40, 2.45], [0.77, -0.75, 2.52], [2.88, 0.41, 2.60], [5.15, 0.24, 2.31], [6.17, -1.91, 0.86], [4.70, -3.31, -0.19], [3.20, -4.51, -1.40], [1.70, -4.93, -3.27], [-0.76, -4.64, -2.92], [-2.21, -1.89, -1.62], [-2.02, 7.14, -0.56], [-1.83, 5.85, -1.03], [-2.26, 7.23, 0.50], [-2.82, 7.68, -1.14], [-0.94, 7.55, -0.63], [-2.36, 5.66, -1.82], [-4.09, -2.40, -0.26], [-2.73, -3.21, -0.13], [-2.85, -4.60, -0.71], [-2.29, -3.11, 1.33], [-1.74, -2.46, -0.90], [-4.78, -2.74, 0.49], [-4.64, -2.54, -1.18], [-3.98, -1.28, -0.13], [-3.79, -5.19, -0.36], [-2.06, -5.34, -0.40], [-2.95, -4.59, -1.80], [-1.55, -2.19, 1.55], [-1.62, -3.94, 1.68], [-3.14, -3.02, 2.00], [-1.45, 2.43, -1.48], [-0.89, 1.97, -0.12], [-1.93, 1.99, 0.96], [-0.39, 0.55, -0.30], [0.36, 2.83, 0.28], [1.46, 2.73, -0.65], [2.66, 3.36, -0.41], [2.76, 4.32, 0.64], [1.66, 4.55, 1.42], [0.50, 3.75, 1.29], [-2.36, 1.88, -1.65], [-0.71, 2.35, -2.34], [-1.75, 3.46, -1.36], [-2.87, 1.67, 0.57], [-2.22, 3.01, 1.33], [-1.63, 1.38, 1.83], [0.55, 0.62, -0.92], [1.37, 2.04, -1.46], [3.57, 3.08, -0.95], [3.61, 5.03, 0.70], [1.63, 5.29, 2.23], [-0.32, 3.84, 1.96]]
}



Record 4
{
  "formula": "C9H14N2O7",
  "method": "the ωB97M-V functional and the def2-TZVPD basis",
  "molar_mass_g_mol": 262.22,
  "charge": 0,
  "e_lumo_ev": -0.853,
  "gap_ha": 0.339,
  "symbols": ["C", "C", "C", "C", "C", "C", "C", "C", "C", "H", "H", "H", "H", "H", "H", "H", "H", "H", "H", "H", "H", "H", "H", "N", "N", "O", "O", "O", "O", "O", "O", "O"],
  "xyz": [[-0.69, -1.96, 0.09], [-0.45, -0.63, 0.83], [0.67, -2.59, 0.23], [1.72, -2.39, -0.99], [1.82, -3.27, -2.41], [-0.76, 1.81, 0.62], [-2.09, 2.45, 0.27], [0.38, 2.81, 0.27], [1.04, 3.30, 2.03], [-0.78, -1.22, -2.08], [-2.32, -2.16, -1.44], [-1.54, -2.61, 0.61], [1.45, -2.32, 1.16], [0.64, -3.86, 0.45], [1.45, -1.31, -1.50], [2.81, -2.10, -0.46], [-0.33, -3.14, -2.12], [-0.89, 0.37, -1.12], [-0.57, 1.44, 1.77], [1.58, 1.91, -0.76], [-0.01, 3.85, -0.66], [0.40, 3.83, 3.67], [-1.92, 3.75, 1.51], [-1.25, -1.89, -1.32], [-0.80, 0.47, 0.09], [0.27, -0.40, 1.85], [2.77, -3.65, -3.03], [0.48, -3.33, -2.84], [-2.65, 2.12, -0.75], [2.13, 3.95, 2.34], [0.01, 3.25, 2.82], [-2.57, 3.56, 0.87]]
}



Number 1: DFT total energy -34062.91101 eV. Number 2: DFT total energy -22165.29882 eV. Number 3: DFT total energy -35410.74810 eV. Number 4: DFT total energy -26862.16472 eV.